C27H54F3NO10SSi2 as an isolated structure in a non-equilibrium geometry. Source: the Open Molecules 2025 dataset; level of theory: the ωB97M-V functional and the def2-TZVPD basis.

Summary:
**Highest occupied orbital energy**: -0.3279 hartree
**Lowest unoccupied orbital energy**: 0.14 eV
**Total energy**: -3144.682727 Eh

The geometry in XYZ format:
```
98
C27H54F3NO10SSi2, DFT the ωB97M-V functional and the def2-TZVPD basis
S -0.632 -2.352 -5.293
Si -1.955 -0.947 0.395
Si -2.303 1.559 1.858
F -4.150 -2.374 3.006
F -3.393 -4.577 3.521
F -1.737 -2.844 3.451
O 4.909 0.874 3.630
O -0.063 -1.168 -4.685
O 0.425 -2.114 1.519
O -0.308 -3.690 -4.838
O 3.399 -0.528 1.874
O -2.428 -0.191 1.908
O 2.476 1.103 -2.980
O -2.101 0.664 5.534
O 4.174 -0.463 -2.011
O -1.504 -4.401 0.941
N -4.150 -0.249 6.508
C -3.144 -2.495 0.178
C -1.781 -2.138 -7.678
C -2.405 -2.173 -5.329
C -0.705 2.146 -1.442
C -4.290 0.988 4.052
C 5.645 2.099 3.278
C 2.990 -0.236 -2.586
C 5.370 2.469 1.701
C 1.875 -2.439 1.313
C -2.991 -3.307 2.812
C -0.666 3.842 2.814
C 1.770 3.313 -1.836
C -2.902 2.383 0.226
C 2.662 -1.619 2.540
C -3.418 0.478 5.360
C 4.802 -0.967 1.814
C -0.547 2.255 2.301
C 1.954 -1.519 -2.867
C -0.116 -1.506 0.294
C -3.490 2.217 3.279
C -0.388 -2.257 -7.060
C 2.782 2.008 -1.853
C -2.684 -1.464 -6.646
C 0.279 3.010 -2.478
C 5.581 -0.339 3.133
C -1.690 3.163 -0.616
C -2.797 -3.725 1.204
H 2.114 -2.254 -1.964
H 0.129 -3.156 -7.405
H -1.749 -1.575 -8.617
H -2.206 -0.116 -0.800
H 3.897 2.391 -2.040
H 0.020 1.509 -0.780
H -0.264 4.053 -2.612
H 0.183 2.304 1.361
H -0.072 -2.356 -0.542
H 2.270 4.123 -2.551
H 2.229 -2.029 -3.893
H -2.741 -1.608 -4.458
H 6.295 2.155 1.026
H -1.597 -4.770 -0.007
H 4.925 -2.126 1.694
H -2.170 -3.137 -7.906
H -4.242 -2.080 0.364
H 5.260 3.024 3.926
H 0.866 -1.040 -2.860
H 2.094 -3.592 1.354
H 5.299 -0.451 0.865
H 2.829 1.450 -0.801
H 0.128 4.533 2.299
H -3.102 -2.799 -0.967
H 5.071 3.612 1.552
H -2.843 -3.175 -5.320
H -5.272 1.489 4.501
H -3.653 3.256 0.539
H 6.703 -0.151 2.775
H 4.454 1.823 1.296
H 0.341 2.518 -3.547
H 1.849 -1.187 3.299
H -4.061 -1.279 6.324
H -2.243 3.839 -1.426
H 5.581 -1.132 4.009
H -0.034 1.681 3.203
H -1.053 3.883 0.051
H -4.642 0.128 3.342
H -3.740 -1.534 -6.924
H 3.336 -2.340 3.177
H 1.713 3.830 -0.774
H -1.727 4.228 2.443
H -2.878 2.777 4.138
H 2.259 -2.078 0.243
H 0.220 -1.374 -7.271
H 0.608 -0.651 -0.114
H 6.775 1.926 3.527
H -2.424 -0.402 -6.564
H -0.673 3.942 3.980
H -3.630 0.011 7.399
H -1.280 1.379 -2.140
H -3.549 1.673 -0.477
H -4.324 2.926 2.810
H -3.632 -4.558 1.017
```



A 8-piece molecular cluster, C27H54O11 overall in a non-equilibrium geometry. Source: the Open Molecules 2025 dataset; level of theory: the ωB97M-V functional and the def2-TZVPD basis.

Summary:
**Highest occupied orbital energy**: -0.2922 hartree
**SMILES string**: CCOC(C)=O.CCOC(C)=O.CCOC(C)=O.CC(C)=O.CC(C)=O.CC(C)=O.CC(C)=O.CC(C)=O
**Lowest unoccupied orbital energy**: 0.20 eV
**Total energy**: -1888.039640 Eh
**Energy above the lowest of the compared OMol25 structures with the same formula, charge and spin**: 1751.6 kJ/mol

The geometry in XYZ format:
```
92
C27H54O11, DFT the ωB97M-V functional and the def2-TZVPD basis
O -2.664 -1.931 -1.380
O -1.840 -1.175 3.957
O -3.893 1.341 -3.617
O 5.242 5.449 1.854
O -3.782 3.108 0.785
O -1.695 -2.059 6.030
O 0.994 2.397 0.254
O 2.673 -1.503 -0.553
O 0.997 0.065 -4.775
O -0.225 0.618 1.049
O 2.537 -0.964 -6.041
C 1.222 0.371 -0.962
C -3.075 -1.652 1.047
C 5.415 4.590 0.895
C -2.146 -1.875 -0.103
C 2.957 -4.010 -1.139
C -0.881 1.283 1.973
C -0.601 -1.713 0.006
C 0.753 1.184 0.171
C 4.243 4.611 -0.141
C 1.762 -0.864 -5.087
C -3.089 1.694 -2.640
C -2.336 2.952 -2.617
C -2.487 -4.173 6.906
C 6.691 3.883 0.634
C -2.492 0.634 -1.634
C 3.545 -0.301 -8.258
C 1.910 -2.009 -4.196
C 4.561 -2.591 0.450
C -4.805 2.321 0.868
C -5.783 2.296 -0.318
C -2.670 -3.045 5.831
C 3.329 -2.627 -0.431
C -0.455 -0.215 5.601
C -1.302 -1.252 5.120
C -5.302 1.658 2.161
C 2.496 0.045 -7.181
C -1.782 0.312 2.694
H 5.583 -2.651 -0.106
H 2.713 -2.144 -3.519
H 1.295 -0.671 -0.521
H -2.977 -5.335 6.686
H 1.140 -2.148 -3.630
H -5.545 3.086 -1.006
H 3.496 -4.782 -0.537
H -0.085 -0.389 6.587
H 7.254 3.565 1.542
H 3.344 0.406 -9.073
H -1.161 -0.540 2.976
H 1.942 -3.965 -1.432
H 3.306 -4.220 -2.079
H 2.253 0.429 -1.116
H -3.722 -2.715 5.825
H -0.158 -2.591 0.634
H 4.525 0.077 -7.943
H 3.441 3.961 0.166
H 0.562 0.437 -1.889
H -3.082 -0.104 -1.837
H 4.573 4.275 -1.166
H -1.285 3.000 -2.819
H -2.700 3.467 -3.482
H 0.369 0.064 4.976
H 2.618 0.766 -6.671
H -2.411 0.747 3.446
H -2.393 -0.162 1.898
H -0.307 -0.885 0.348
H -5.837 1.185 -0.563
H 4.422 -3.161 1.388
H 7.557 4.527 0.293
H -1.125 0.755 5.774
H 1.830 -2.941 -4.764
H -1.424 -4.581 6.952
H 3.582 -1.290 -8.456
H 1.634 0.129 -7.688
H -2.830 -0.934 1.649
H -2.500 0.894 -0.583
H -0.051 -1.802 -0.834
H -1.331 2.054 1.575
H -1.753 0.127 -1.994
H -5.309 0.565 1.842
H -2.545 -3.414 4.977
H -4.549 1.838 2.946
H 0.030 1.529 2.741
H -6.671 2.566 0.000
H -6.438 1.629 2.345
H -2.797 3.587 -1.769
H -2.795 -3.871 7.794
H 6.583 2.828 0.070
H -3.999 -1.523 0.601
H -2.983 -2.657 1.720
H 4.735 -1.528 0.929
H 3.963 5.662 -0.400
```



A 9-piece molecular cluster, C27H54O15 overall in a non-equilibrium geometry. Source: the Open Molecules 2025 dataset; level of theory: the ωB97M-V functional and the def2-TZVPD basis.

Summary:
**Highest occupied orbital energy**: -0.3281 hartree
**SMILES string**: COC(=O)OC.COC(=O)OC.COC(=O)OC.CC(C)=O.CC(C)=O.CC(C)=O.CC(C)=O.CC(C)=O.CC(C)=O
**Lowest unoccupied orbital energy**: 0.35 eV
**Total energy**: -2189.768620 Eh
**Energy above the lowest of the compared OMol25 structures with the same formula, charge and spin**: 0.0 kJ/mol

The geometry in XYZ format:
```
96
C27H54O15, DFT the ωB97M-V functional and the def2-TZVPD basis
O -3.226 4.222 -10.467
O -4.374 4.355 -12.284
O 0.628 7.602 -9.271
O -1.414 1.554 -13.569
O -5.214 6.958 -15.619
O -4.012 6.239 -11.098
O 2.689 3.077 -10.729
O -9.250 1.398 -15.997
O 1.327 6.578 -7.518
O -2.099 -0.764 -10.036
O -0.893 2.923 -6.984
O -0.795 7.322 -7.541
O -10.291 4.773 -11.040
O -10.188 3.446 -16.167
O -8.559 3.169 -14.785
C -2.072 3.281 -15.069
C 1.491 3.187 -10.811
C -1.997 1.853 -14.585
C -2.771 4.728 -9.216
C -7.340 7.975 -15.715
C -11.479 5.930 -12.729
C 0.654 1.624 -5.745
C 0.281 7.178 -8.071
C -5.347 9.096 -14.563
C -9.324 2.548 -15.683
C -10.236 5.560 -11.955
C 1.160 6.135 -6.173
C -3.875 5.053 -11.265
C -8.909 5.954 -12.555
C -0.647 2.386 -5.931
C -5.885 7.928 -15.361
C -2.434 0.797 -15.575
C 0.557 2.649 -9.757
C 0.840 3.871 -11.979
C -10.930 3.016 -17.293
C -4.987 5.165 -13.291
C -1.673 2.337 -4.828
C -2.892 -0.423 -10.886
C -7.815 2.435 -13.859
C -3.218 -1.335 -12.036
C -3.622 0.893 -10.856
C -0.410 8.224 -10.023
H -8.925 6.996 -12.892
H -5.279 4.593 -14.161
H 0.234 4.710 -11.623
H -4.698 0.686 -10.826
H -3.151 1.232 -16.283
H -4.210 -1.769 -11.860
H -7.533 8.741 -16.468
H 0.861 1.358 -4.711
H -2.928 -0.068 -15.140
H -0.022 1.788 -10.091
H -7.083 3.063 -13.355
H -1.442 3.960 -14.504
H -5.422 8.819 -13.509
H 0.639 0.748 -6.394
H -0.069 3.452 -9.370
H -8.663 5.362 -13.440
H -4.300 9.267 -14.809
H -8.390 1.929 -13.081
H -11.364 5.540 -13.745
H 0.164 3.213 -12.532
H 0.072 8.630 -10.906
H -0.927 8.985 -9.445
H -1.132 7.475 -10.360
H -11.291 1.993 -17.208
H 0.256 5.530 -6.098
H -7.991 8.081 -14.850
H -11.802 3.659 -17.385
H -1.573 0.487 -16.165
H -3.122 3.586 -15.001
H -1.796 3.322 -16.125
H -4.284 5.945 -13.572
H -11.711 6.992 -12.772
H 1.087 6.977 -5.486
H -3.303 -0.819 -12.994
H 1.484 2.251 -6.082
H 2.040 5.540 -5.956
H -7.592 7.019 -16.180
H -7.186 1.642 -14.283
H -1.980 5.466 -9.389
H -12.316 5.387 -12.290
H -1.990 3.346 -4.572
H -2.389 3.944 -8.575
H -5.843 5.673 -12.840
H -10.329 3.110 -18.200
H -5.909 10.001 -14.781
H -2.542 1.830 -5.264
H 1.592 4.227 -12.682
H -8.103 5.840 -11.832
H -3.559 5.312 -8.737
H -3.398 1.415 -11.789
H 1.134 2.292 -8.902
H -1.375 1.713 -3.992
H -3.384 1.540 -10.019
H -2.497 -2.143 -12.100
```



A 9-piece molecular cluster, C27H54O27 overall in a non-equilibrium geometry. Source: the Open Molecules 2025 dataset; level of theory: the ωB97M-V functional and the def2-TZVPD basis.

Summary:
**Highest occupied orbital energy**: -0.3853 hartree
**SMILES string**: COC(=O)OC.COC(=O)OC.COC(=O)OC.COC(=O)OC.COC(=O)OC.COC(=O)OC.COC(=O)OC.COC(=O)OC.COC(=O)OC
**Lowest unoccupied orbital energy**: 0.11 eV
**Total energy**: -3092.529184 Eh
**Energy above the lowest of the compared OMol25 structures with the same formula, charge and spin**: 525.1 kJ/mol

The geometry in XYZ format:
```
108
C27H54O27, DFT the ωB97M-V functional and the def2-TZVPD basis
O 7.339 1.583 -2.647
O 5.547 -3.295 0.290
O -5.645 5.667 8.089
O 2.280 3.667 10.804
O 1.947 8.206 2.974
O -7.126 6.671 6.675
O -7.409 4.559 7.336
O 6.846 3.076 -4.303
O 6.029 -4.092 -1.602
O -1.398 -1.896 1.685
O 0.054 3.470 10.387
O 1.739 -4.956 -6.077
O -4.745 0.556 -8.752
O 2.079 -6.239 -8.004
O 1.469 3.336 8.721
O -1.378 0.053 2.872
O -2.394 -11.123 -3.912
O -1.383 0.030 0.464
O -2.184 -9.316 -2.557
O 5.210 -5.494 -0.006
O 1.475 -4.170 -8.165
O 5.352 2.785 -2.915
O -6.470 -0.760 -9.554
O -5.953 -0.903 -7.496
O -3.993 -9.482 -3.722
O 2.160 9.028 5.006
O -0.013 8.806 4.163
C -5.643 -0.285 -8.647
C -1.486 -0.548 1.564
C -1.345 1.457 2.967
C 1.232 8.721 4.064
C -0.865 -9.795 -2.139
C 1.184 7.763 1.845
C -0.959 -2.662 0.591
C -4.845 6.828 8.182
C -6.761 5.759 7.349
C 1.825 -5.107 -7.305
C 6.566 2.335 -3.197
C -6.567 -0.131 -10.796
C -8.659 4.398 6.757
C 1.220 -2.849 -7.684
C 6.187 -5.050 -2.630
C 5.077 -3.150 1.636
C 1.350 3.514 10.033
C 5.623 -4.387 -0.391
C -4.745 -9.860 -4.898
C 4.659 2.070 -1.818
C 2.780 3.327 8.112
C 8.187 3.263 -4.801
C -0.255 3.346 11.800
C 1.733 9.096 6.373
C -2.804 -10.056 -3.467
C 2.368 -7.507 -7.365
C -5.307 -0.380 -6.342
H 0.682 8.652 1.464
H -0.343 -10.251 -2.981
H -8.898 3.336 6.809
H -0.155 2.321 12.158
H 8.269 2.829 -5.797
H -1.698 1.767 3.951
H 1.016 -2.152 -8.496
H 2.116 -2.424 -7.231
H -6.002 0.291 -5.837
H 5.357 -5.752 -2.706
H 6.925 -5.807 -2.363
H 4.642 -4.046 2.079
H -3.818 6.578 8.448
H -8.848 4.602 5.703
H -5.215 7.432 9.010
H 2.394 9.710 6.985
H 4.475 1.052 -2.160
H 1.782 8.067 6.728
H -5.195 -1.174 -5.604
H -1.909 2.013 2.218
H -0.244 -8.926 -1.923
H 0.735 9.530 6.429
H 3.200 4.308 7.893
H 0.257 3.971 12.531
H 1.987 7.469 1.168
H 3.372 2.758 8.830
H -1.053 -3.703 0.900
H 6.335 -4.641 -3.630
H 2.744 2.915 7.103
H -7.362 -0.656 -11.326
H -4.897 -10.936 -4.814
H 4.339 -2.348 1.648
H -4.715 7.394 7.260
H -1.712 -2.437 -0.164
H -5.624 -0.227 -11.332
H 0.469 -2.696 -6.909
H -4.314 0.056 -6.451
H -1.315 3.483 12.011
H -4.052 -9.773 -5.735
H 1.561 -8.125 -6.973
H 5.980 -2.904 2.196
H 0.461 7.002 2.137
H -0.907 -10.506 -1.314
H -5.587 -9.179 -5.026
H -0.346 1.879 2.854
H 3.712 2.541 -1.554
H 0.075 -2.461 0.311
H 2.593 -8.307 -8.070
H -9.435 4.851 7.374
H 8.400 4.325 -4.928
H -6.914 0.882 -10.589
H 9.019 2.913 -4.191
H 3.280 -7.466 -6.770
H 5.199 2.088 -0.871
```



A 9-piece molecular cluster, C27H55FN3O11S3 overall in a non-equilibrium geometry. Source: the Open Molecules 2025 dataset; level of theory: the ωB97M-V functional and the def2-TZVPD basis.

Summary:
**Highest occupied orbital energy**: -0.4171 hartree
**Charge**: +1
**Lowest unoccupied orbital energy**: -3.33 eV
**Total energy**: -3347.302993 Eh
**Energy above the lowest of the compared OMol25 structures with the same formula, charge and spin**: 210.4 kJ/mol

The geometry in XYZ format:
```
100
C27H55FN3O11S3, DFT the ωB97M-V functional and the def2-TZVPD basis
S -27.546 -2.806 -11.583
S -25.892 0.615 -8.354
S -27.286 -3.358 -3.636
F -30.508 -8.615 -10.573
O -30.975 -5.262 -9.526
O -28.115 -2.702 -10.208
O -25.410 -0.628 -7.847
O -35.135 1.276 -10.747
O -26.410 -2.054 -11.937
O -34.533 -2.418 -8.483
O -32.183 -1.772 -11.731
O -25.122 1.330 -9.262
O -25.954 -3.558 -3.310
O -28.342 -4.125 -3.065
O -34.554 -2.150 -4.139
N -34.263 -0.860 -10.642
N -31.983 -3.078 -9.338
N -34.699 -1.162 -6.315
C -27.881 -4.279 -13.689
C -28.333 1.567 -8.767
C -30.957 -2.653 -8.370
C -35.899 -0.271 -6.605
C -27.474 0.420 -9.089
C -27.894 1.956 -7.351
C -32.767 1.203 -10.142
C -31.898 -4.456 -9.887
C -35.013 -2.259 -5.272
C -28.041 -2.169 -5.785
C -32.954 -7.548 -13.761
C -31.323 -8.155 -11.556
C -35.732 -3.485 -5.860
C -30.796 -7.607 -12.696
C -31.611 -7.303 -13.772
C -28.606 -1.468 -4.588
C -27.509 -4.408 -12.234
C -32.675 -8.576 -11.472
C -27.742 -1.613 -3.478
C -33.510 -8.317 -12.639
C -28.297 -2.857 -13.984
C -27.536 -3.552 -5.269
C -35.637 -1.266 -11.242
C -32.997 -4.917 -10.910
C -26.366 1.712 -7.178
C -28.800 -2.336 -12.752
C -34.085 0.577 -10.547
H -33.413 -5.840 -10.833
H -26.097 1.325 -6.167
H -33.030 1.991 -9.296
H -31.342 -1.588 -12.159
H -25.979 2.773 -7.145
H -30.982 -6.804 -14.630
H -33.633 -7.080 -14.521
H -35.095 -3.197 -8.531
H -32.304 1.605 -10.932
H -33.098 -2.998 -9.132
H -28.260 -4.281 -5.286
H -28.881 -2.295 -6.468
H -28.503 -5.081 -14.060
H -29.613 -1.906 -4.469
H -27.810 2.492 -9.451
H -26.880 -0.966 -3.625
H -32.434 -4.695 -11.785
H -31.849 -2.745 -10.420
H -30.986 -2.792 -7.217
H -36.594 -0.995 -10.694
H -32.135 0.582 -9.723
H -34.333 -1.269 -9.638
H -29.103 -2.267 -14.519
H -28.168 -1.375 -2.614
H -29.440 1.623 -8.987
H -29.748 -7.315 -12.773
H -27.461 0.301 -10.145
H -35.724 -2.247 -11.414
H -34.662 -1.695 -7.150
H -29.803 -2.740 -12.325
H -28.365 2.745 -7.189
H -36.144 0.200 -5.580
H -28.755 -0.470 -4.705
H -33.412 -1.365 -11.113
H -29.004 -1.284 -12.811
H -35.002 -4.017 -6.494
H -30.076 -3.110 -8.538
H -26.546 -4.944 -11.960
H -28.346 -4.726 -11.626
H -30.860 -1.565 -8.304
H -33.140 -9.175 -10.796
H -27.695 -2.240 -14.406
H -27.344 -1.529 -6.118
H -35.436 -1.006 -12.220
H -27.236 -4.506 -14.392
H -36.657 -3.137 -6.274
H -36.843 -0.734 -6.941
H -34.088 -0.538 -6.410
H -28.438 1.424 -6.773
H -28.113 -0.431 -8.581
H -26.609 -4.063 -5.687
H -35.828 0.464 -7.307
H -33.734 -4.099 -10.727
H -34.618 -8.446 -12.579
H -36.069 -4.330 -5.165
```